{"formula": "C25H18FN3Pd", "method": "the ωB97M-V functional and the def2-TZVPD basis", "relative_energy_kcal_mol": 0.0, "multiplicity": 3, "lumo_energy_ev": [-0.04, -0.68], "species": ["Pd", "C", "C", "N", "C", "C", "C", "C", "C", "C", "C", "N", "C", "C", "C", "C", "C", "C", "C", "C", "N", "C", "H", "H", "H", "H", "H", "H", "H", "H", "H", "H", "H", "H", "F", "C", "C", "C", "C", "C", "C", "C", "H", "H", "H", "H", "H", "H"], "positions_angstrom": [[-1.648, 0.184, -1.036], [-1.846, -4.135, -0.840], [-2.153, -2.846, -1.248], [-1.235, -1.918, -1.397], [0.136, -2.121, -1.199], [0.491, -3.477, -0.893], [-0.531, -4.390, -0.618], [1.845, -3.777, -0.713], [2.794, -2.819, -0.642], [2.423, -1.454, -0.828], [1.068, -1.049, -1.053], [0.529, 0.196, -1.088], [1.139, 1.409, -0.919], [2.508, 1.822, -0.972], [2.923, 3.091, -0.558], [2.030, 4.075, -0.304], [0.652, 3.777, -0.425], [-0.299, 4.834, -0.231], [-1.615, 4.630, -0.447], [-2.011, 3.287, -0.765], [-1.159, 2.293, -0.848], [0.183, 2.457, -0.672], [-2.605, -4.891, -0.802], [-3.204, -2.524, -1.442], [-0.204, -5.341, -0.285], [2.093, -4.833, -0.635], [3.798, -3.136, -0.353], [3.227, -0.707, -0.693], [3.234, 1.040, -1.121], [3.984, 3.220, -0.378], [2.355, 5.053, -0.004], [0.043, 5.823, 0.043], [-2.364, 5.380, -0.319], [-3.052, 3.044, -1.023], [2.173, -0.060, 2.033], [0.813, -0.226, 2.028], [0.013, 0.901, 2.070], [-1.330, 0.708, 1.894], [-1.868, -0.597, 1.703], [-3.202, -0.669, 1.310], [-1.019, -1.675, 1.852], [0.321, -1.487, 1.955], [0.529, 1.857, 1.993], [-1.983, 1.596, 1.874], [-3.876, 0.145, 1.270], [-3.693, -1.614, 1.142], [-1.383, -2.712, 1.731], [0.980, -2.365, 1.848]]}

***

{"formula": "C18H33KNSb", "method": "the ωB97M-V functional and the def2-TZVPD basis", "lumo_energy_ev": -0.66, "species": ["K", "C", "C", "C", "Sb", "C", "C", "C", "C", "C", "C", "H", "H", "H", "H", "H", "H", "H", "H", "H", "H", "H", "H", "H", "H", "H", "H", "H", "H", "H", "H", "H", "C", "N", "C", "C", "C", "C", "C", "C", "C", "C", "H", "H", "H", "H", "H", "H", "H", "H", "H", "H", "H", "H"], "positions_angstrom": [[-1.881, 0.624, -2.124], [0.101, 0.128, 5.409], [-1.004, -0.283, 4.488], [-1.742, -1.547, 5.138], [-0.363, -0.906, 2.436], [-2.082, -0.650, 0.977], [-3.326, -0.764, 1.853], [-2.108, -1.783, -0.108], [0.718, 1.080, 1.941], [2.088, 0.967, 2.579], [-0.086, 2.380, 2.291], [-0.275, 0.267, 6.498], [0.552, 1.135, 5.217], [0.860, -0.648, 5.580], [-1.707, 0.635, 4.187], [-0.990, -2.345, 5.004], [-2.643, -1.808, 4.517], [-1.948, -1.221, 6.202], [-1.919, 0.312, 0.543], [-3.312, -1.788, 2.239], [-4.136, -0.738, 1.102], [-3.461, 0.092, 2.489], [-1.988, -2.701, 0.449], [-1.229, -1.670, -0.700], [-3.037, -1.839, -0.709], [0.777, 0.934, 0.819], [2.106, 0.789, 3.663], [2.648, 1.906, 2.403], [2.716, 0.167, 2.189], [0.046, 2.601, 3.346], [-1.124, 2.305, 1.945], [0.269, 3.188, 1.584], [-0.414, -0.526, -5.091], [0.647, 0.518, -5.258], [0.344, 1.416, -6.338], [1.133, 1.220, -4.087], [1.740, 0.297, -3.108], [2.975, -0.330, -3.200], [3.459, -1.172, -2.199], [2.656, -1.339, -1.067], [1.369, -0.869, -1.055], [0.892, -0.008, -2.038], [-0.497, -0.982, -6.067], [-1.455, -0.137, -4.862], [-0.063, -1.187, -4.276], [0.175, 0.867, -7.310], [1.053, 2.215, -6.541], [-0.592, 2.100, -6.268], [0.273, 1.780, -3.708], [1.873, 1.909, -4.443], [3.636, -0.179, -4.025], [4.455, -1.621, -2.235], [3.070, -1.676, -0.096], [0.750, -1.117, -0.177]]}

***

{"formula": "C4H15NO2S", "method": "the ωB97M-V functional and the def2-TZVPD basis", "relative_energy_kcal_mol": 113.1, "lumo_energy_ev": -2.21, "species": ["C", "C", "S", "C", "N", "C", "H", "H", "H", "H", "H", "H", "H", "H", "H", "H", "H", "H", "H", "O", "H", "H", "O"], "positions_angstrom": [[-1.107, 1.088, -0.720], [-2.346, 0.381, -0.355], [-0.337, -1.554, -2.770], [0.196, 0.448, -0.311], [0.604, 0.810, 1.063], [1.351, -0.303, 1.698], [-1.800, 0.217, -1.412], [-1.097, 2.040, -1.117], [-2.272, -0.424, 0.420], [-3.269, 0.904, -0.435], [-1.468, -1.912, -3.424], [0.055, -0.672, -0.339], [1.004, 0.665, -1.046], [-0.271, 0.973, 1.621], [2.320, -0.430, 1.184], [0.812, -1.237, 1.647], [1.567, -0.072, 2.778], [1.836, 2.164, 0.930], [2.486, 3.501, 0.427], [2.607, 2.728, 1.013], [-0.397, -3.823, -0.004], [-0.298, -2.599, -0.898], [-0.177, -2.892, 0.051]]}

***

{"formula": "C4H6O", "method": "the ωB97M-V functional and the def2-TZVPD basis", "relative_energy_kcal_mol": 94.9, "lumo_energy_ev": 0.49, "species": ["C", "C", "C", "O", "C", "H", "H", "H", "H", "H", "H"], "positions_angstrom": [[1.196, -0.483, 0.183], [-0.404, 0.677, 0.926], [-1.014, 0.947, -0.443], [-1.076, -0.444, -0.826], [-0.354, -0.685, 0.379], [1.726, -0.971, 0.999], [1.420, -0.916, -0.791], [1.528, 0.567, 0.175], [-0.446, 1.552, -1.157], [-2.007, 1.394, -0.306], [-0.568, -1.639, 0.862]]}